ORCA calculation (ωB97M-V/def2-TZVPD) on a structure of composition C3H5O3Sn at a distorted geometry.

```
12
Properties=species:S:1:pos:R:3:lowdin_charge:R:1
O -2.192 -0.855 0.491 0.186
C -1.004 -0.942 0.613 -0.576
O -0.359 -2.169 0.541 -0.367
C -0.070 0.245 0.678 -0.118
C 0.417 0.581 -0.749 -0.258
O 0.295 1.951 -0.960 -0.001
H 0.798 -0.010 1.321 0.042
H -0.562 1.094 1.117 0.143
H -0.163 0.020 -1.466 0.135
H 1.458 0.270 -0.843 0.107
H -0.134 2.095 -1.797 0.105
Sn 1.518 -2.279 1.054 1.603
```

E = -557.02635 a.u.
HOMO level = -14.428 eV
Net charge = +1
E_LUMO = -6.88 eV
Energy relative to the best compared isomer or geometry (same formula, charge and spin) = 0.0 kJ/mol